No. 1
Below is a single C6H8 molecule at a distorted geometry, with properties calculated with the ωB97M-V functional and the def2-TZVPD basis.

Summary:
HOMO energy = -8.8 eV
ΔE to the lowest compared entry with this formula, charge and spin = 1.0200 eV
SMILES = C1=C[C@H]2C[C@H]2C1
Molar mass = 80.130 g mol⁻¹
E_tot = -6349.7638 eV
Kohn-Sham gap = 10.00 eV

Last column: Löwdin charge in e.
Cartesian coordinates (Å):
C: -1.46126 -0.39938 0.52351  -0.0815
C: -1.29829 0.22488 -0.64604  -0.0704
C: 0.12973 0.19819 -1.05894  -0.2819
C: 1.25680 0.93206 -0.38609  -0.0640
C: 0.90669 -0.51943 -0.00194  -0.2176
C: -0.09482 -0.63975 1.17706  -0.1462
H: -2.41091 -0.61066 1.01463  0.0957
H: -2.03726 0.70112 -1.28620  0.1004
H: 0.35619 -0.05757 -2.08893  0.1322
H: 1.13511 1.62660 0.43911  0.0969
H: 1.99490 1.31180 -1.10058  0.0972
H: 1.46455 -1.42623 -0.24585  0.1296
H: 0.03186 0.20363 1.87099  0.1064
H: 0.02671 -1.54527 1.78927  0.1033

=====

No. 2
Below is CHF3NO3S2Yb as an isolated structure at a distorted geometry, with properties calculated with the ωB97M-V functional and the def2-TZVPD basis.

Summary:
HOMO energy (spin up / spin down) = -7.4 / -7.2 eV
ΔE to the lowest compared entry with this formula, charge and spin = 2.8635 eV
Molar mass = 369.191 g mol⁻¹
E_tot = -70034.3043 eV
Kohn-Sham gap (spin up / spin down) = 5.98 / 4.41 eV
Spin multiplicity = 2

Last column: Löwdin charge in e.
Cartesian coordinates (Å):
Yb: 0.42385 0.81383 1.53708  1.2614
N: 1.75891 -0.05924 -1.02501  -0.6154
S: 1.56528 -1.50491 -0.25516  0.6914
O: 2.93792 -2.00152 0.18287  -0.4698
O: 0.76989 -1.18908 1.09871  -0.7139
S: 1.85695 1.55565 -0.58343  0.5156
O: 3.11437 1.85115 0.35618  -0.6797
C: -2.45292 0.08549 -0.33924  -0.4443
F: -1.95509 0.69640 0.81055  -0.0309
F: -3.46026 0.84046 -0.73094  0.1544
F: -2.90656 -1.09415 0.03853  0.1544
H: -1.65232 0.00594 -1.09014  0.1769

=====

No. 3
Below is a 2-piece molecular cluster, CH7ISi2 overall at a distorted geometry, with properties calculated with the ωB97M-V functional and the def2-TZVPD basis.

Summary:
HOMO energy = -8.9 eV
ΔE to the lowest compared entry with this formula, charge and spin = 1.5802 eV
Molar mass = 202.143 g mol⁻¹
E_tot = -25004.5420 eV
Kohn-Sham gap = 7.52 eV

Last column: Löwdin charge in e.
Cartesian coordinates (Å):
C: 1.49697 0.15007 0.34098  -0.3770
Si: 0.97377 0.14912 -1.39677  0.5200
Si: -2.72159 0.20843 2.01948  0.2128
I: -3.41434 -0.54622 -0.29550  0.1069
H: 1.37103 -0.85099 0.71049  0.0003
H: 2.62325 0.24553 0.45365  0.0417
H: 0.96779 -1.38104 -1.73300  -0.0544
H: -0.40861 0.84885 -1.28429  -0.0803
H: 1.80286 0.85153 -2.41080  -0.0977
H: 0.97226 0.97111 0.88893  0.0263
H: -3.66338 -0.64638 2.70685  -0.2987

=====

No. 4
Below is C33H27ClN4O5S3Tc as an isolated structure at a distorted geometry, with properties calculated with the ωB97M-V functional and the def2-TZVPD basis.

Summary:
HOMO energy (spin up / spin down) = -7.6 / -7.6 eV
ΔE to the lowest compared entry with this formula, charge and spin = 1.2600 eV
Molar mass = 789.256 g mol⁻¹
E_tot = -98084.9963 eV
Kohn-Sham gap (spin up / spin down) = 6.45 / 6.07 eV
Spin multiplicity = 4

Last column: Löwdin charge in e.
Cartesian coordinates (Å):
Tc: 0.10970 -0.59492 -0.12754  1.7176
Cl: -3.56085 -6.05131 2.75172  0.6720
C: -2.76283 -4.56361 2.38365  -0.6700
C: -1.92470 -3.98119 3.34848  -0.0684
C: -1.27774 -2.80669 3.07910  0.0239
C: -1.39563 -2.18228 1.81802  -0.3273
O: -0.79440 -1.05503 1.59964  -0.2780
C: -2.24449 -2.79162 0.84648  -0.1520
C: -2.42095 -2.21470 -0.43327  -0.0292
N: -1.69318 -1.25174 -0.92043  -0.0356
C: -1.98126 -0.64874 -2.14537  -0.1890
C: -2.72004 -1.17860 -3.17881  0.0140
C: -2.92725 -0.43218 -4.34845  -0.0556
C: -2.42241 0.83370 -4.47838  -0.0241
C: -1.62641 1.38946 -3.45557  -0.1420
C: -1.01931 2.65945 -3.53663  0.0173
C: -0.22954 3.08079 -2.50121  -0.0201
C: -0.03090 2.25068 -1.39313  -0.1335
N: -0.58675 1.05987 -1.27717  -0.0694
C: -1.39301 0.62877 -2.29143  -0.1473
C: -2.94152 -3.97246 1.16778  -0.0559
H: -1.80576 -4.47160 4.30481  0.1116
H: -0.62020 -2.34497 3.80351  0.1288
H: -3.26890 -2.57423 -1.01168  0.1415
H: -3.10106 -2.18799 -3.11422  0.1177
H: -3.49153 -0.87300 -5.15899  0.1112
H: -2.59558 1.41207 -5.37651  0.1166
H: -1.17931 3.27278 -4.41380  0.1241
H: 0.24876 4.04908 -2.52216  0.1135
H: 0.60412 2.56612 -0.57670  0.0758
H: -3.58009 -4.43475 0.42648  0.1216
C: 4.25543 -0.12115 1.37732  -0.0123
C: 3.08121 -0.41116 0.48077  -0.2133
N: 1.88130 -0.00358 0.84568  -0.0847
N: 1.84141 0.54447 2.10056  -0.0927
C: 0.81406 1.20406 2.51917  -1.1516
S: -0.54621 1.74059 1.66984  0.6491
S: 0.87224 1.69147 4.22992  0.8717
C: 2.53342 2.47760 4.29191  -0.4050
C: 2.49783 3.78454 3.56089  -0.3047
C: 2.01855 4.92809 4.19439  -0.0500
C: 1.90808 6.12320 3.50369  -0.0826
C: 2.27987 6.19298 2.16828  -0.0971
C: 2.76484 5.06138 1.53161  -0.0875
C: 2.86580 3.86211 2.22177  -0.0533
C: 3.35656 -1.09147 -0.76626  -0.1245
C: 4.59462 -1.73952 -0.94805  -0.0488
C: 4.97090 -2.27651 -2.15446  -0.0907
C: 4.12597 -2.14418 -3.26080  -0.0816
C: 2.89417 -1.56048 -3.11260  -0.0144
C: 2.44828 -1.08452 -1.85982  -0.3428
O: 1.24085 -0.61177 -1.77346  -0.1952
H: 4.03137 0.72363 2.01483  0.0449
H: 5.14729 0.09146 0.79372  0.0856
H: 4.44486 -0.97904 2.02651  0.1084
H: 3.23915 1.77112 3.86366  0.0581
H: 2.74006 2.60730 5.35301  0.0763
H: 1.71719 4.87371 5.23362  0.1143
H: 1.52414 7.00179 4.00589  0.1018
H: 2.18910 7.12494 1.62566  0.0982
H: 3.06570 5.11383 0.49253  0.0988
H: 3.22938 2.97718 1.71247  0.0985
H: 5.26307 -1.84664 -0.10555  0.1088
H: 5.91849 -2.78791 -2.25202  0.1027
H: 4.43396 -2.52618 -4.22554  0.1082
H: 2.20360 -1.47366 -3.94160  0.1218
C: 2.24858 -4.37511 -0.95495  -0.1114
S: 0.61727 -3.82266 -0.46341  0.4660
O: -0.15278 -3.67780 -1.67942  -0.3174
O: 0.13306 -4.78508 0.49033  -0.2918
O: 0.91452 -2.49191 0.20988  -0.4493
H: 2.18604 -5.45055 -1.09206  0.0693
H: 2.94717 -4.12108 -0.16302  0.0670
H: 2.50467 -3.87410 -1.88252  0.0433

=====

No. 5
Below is a 4-piece molecular cluster, C2H11NO4 overall at a distorted geometry, with properties calculated with the ωB97M-V functional and the def2-TZVPD basis.

Summary:
HOMO energy = -10.0 eV
ΔE to the lowest compared entry with this formula, charge and spin = 2.6197 eV
SMILES = NCC=O.O.O.O
Molar mass = 113.113 g mol⁻¹
E_tot = -11931.1376 eV
Kohn-Sham gap = 10.42 eV

Last column: Löwdin charge in e.
Cartesian coordinates (Å):
N: 0.37576 -0.64782 2.17615  0.0218
C: 1.50831 0.30677 1.87209  -0.1817
C: 0.98214 1.13260 0.76190  -0.2357
O: -0.17775 1.01843 0.31879  -0.0103
H: 0.47802 -0.61553 3.16644  0.0525
H: -0.50136 -0.35450 1.95761  0.0083
H: 1.57528 0.93784 2.74655  0.1114
H: 2.49492 -0.19690 1.67288  0.1410
H: 1.55787 1.96128 0.35681  0.1112
O: -0.04550 -1.51570 -1.40686  -0.0673
H: 0.34016 -0.92817 -2.06138  0.0018
H: -0.22760 -1.03370 -0.58060  0.0056
O: -4.03264 -0.78163 -0.97930  -0.0095
H: -3.38157 -1.08344 -1.57569  0.0085
H: -3.48988 -0.77174 -0.23480  -0.0068
O: 1.79160 0.75875 -1.90301  -0.0396
H: 2.35461 1.02800 -2.64630  0.0672
H: 0.94089 1.11661 -2.07552  0.0215